{"formula": "C4H2IO2", "method": "wB97M-V/def2-TZVPD", "elements": ["I", "O", "C", "C", "H", "O", "C", "H", "C"], "coordinates": [[-3.1486, -0.2683, -0.0460], [-0.1626, 2.7003, 0.2622], [-1.2752, 0.6282, 0.3237], [-1.2418, 2.1760, -0.0172], [-1.0206, 0.3208, 1.4582], [-2.2320, 2.5661, -0.5930], [0.5207, -0.9709, -0.7579], [1.4212, -1.4091, -1.1639], [-0.3428, -0.1780, -0.3448]], "lowdin_charge": [0.80, -0.04, -0.72, -0.84, 0.13, -0.09, 0.08, 0.01, -0.33], "lumo_ev": 3.01, "total_charge": -1, "molar_mass_g_mol": 209.0, "multiplicity": 1, "e_above_lowest_kj_mol": 10.55, "energy_ev": -16375.4213}